# 1
{"formula": "C2HFeO3", "method": "ωB97M-V with the def2-TZVPD basis set", "charge": 3, "de_lowest_kcal_mol": 16.8, "e_homo_ev": [-24.91, -29.36], "orbital_gap_ev": [7.076, 7.732], "spin_multiplicity": 7, "symbols": ["C", "O", "C", "O", "O", "Fe", "H"], "xyz": [[1.60343, 0.48152, -0.43535], [1.76900, -0.48737, 0.25073], [-0.90927, -0.89448, 0.53498], [-1.24246, 0.03526, -0.14373], [-0.82603, -1.89727, 1.07759], [-2.37313, 1.25211, -1.07334], [1.97846, 1.51025, -0.21087]]}

# 2
{"formula": "C15H35FeN5O9S", "method": "ωB97M-V with the def2-TZVPD basis set", "de_lowest_kcal_mol": 0.0, "e_homo_ev": [-5.24, -5.23], "orbital_gap_ev": [5.136, 5.129], "spin_multiplicity": 5, "symbols": ["Fe", "S", "O", "O", "O", "O", "C", "O", "N", "C", "C", "H", "H", "H", "H", "H", "H", "H", "C", "O", "N", "C", "C", "H", "H", "H", "H", "H", "H", "H", "C", "O", "N", "C", "C", "H", "H", "H", "H", "H", "H", "H", "C", "O", "N", "C", "C", "H", "H", "H", "H", "H", "H", "H", "C", "O", "N", "C", "C", "H", "H", "H", "H", "H", "H", "H"], "xyz": [[0.06829, 0.29186, -0.53244], [-0.65471, 2.35983, -2.88921], [0.65462, 2.31221, -3.61106], [-1.66690, 1.57064, -3.57659], [-0.44727, 1.88737, -1.50859], [-0.98138, 3.78755, -2.92819], [2.68404, 1.54124, 0.94590], [1.72251, 0.91566, 0.52272], [2.62629, 2.84644, 1.23149], [3.72312, 3.53398, 1.90751], [1.46021, 3.69338, 1.02142], [3.68410, 1.10340, 1.06394], [4.23009, 4.28099, 1.29607], [4.51941, 2.82527, 2.14908], [3.44469, 3.97362, 2.86496], [1.70815, 4.63101, 0.52736], [0.76914, 3.13798, 0.38359], [0.90027, 3.93622, 1.92720], [-1.79605, 1.32007, 2.03169], [-1.20531, 0.94792, 1.03579], [-3.09771, 1.64714, 2.00620], [-3.80677, 2.33275, 3.09442], [-3.82467, 1.72111, 0.72573], [-1.37837, 1.48683, 3.03724], [-4.84577, 2.00731, 3.07105], [-3.84879, 3.42118, 3.01257], [-3.33176, 2.13349, 4.05463], [-4.65099, 1.00957, 0.79792], [-4.21918, 2.71322, 0.51525], [-3.22765, 1.37357, -0.11546], [0.34042, -2.61087, 0.99567], [0.37801, -1.52446, 0.43143], [0.83890, -2.85769, 2.20446], [0.61097, -4.15689, 2.82041], [1.44003, -1.80481, 2.99484], [-0.10230, -3.51694, 0.55849], [0.28158, -4.06151, 3.85577], [1.56543, -4.68322, 2.90099], [-0.08612, -4.77585, 2.26205], [0.78492, -1.51870, 3.82059], [2.38456, -2.14696, 3.42060], [1.63165, -0.89863, 2.42446], [2.12855, -0.57976, -2.83218], [1.19716, -0.43219, -2.04626], [3.34787, -0.93460, -2.41691], [4.38583, -1.24782, -3.40746], [3.80176, -1.15779, -1.05704], [1.96167, -0.55307, -3.91286], [4.06318, -1.07005, -4.43177], [4.64430, -2.31184, -3.40390], [5.36339, -0.79167, -3.24619], [4.45195, -0.33560, -0.74190], [2.94744, -1.16055, -0.38072], [4.43254, -2.01824, -0.82930], [-2.50048, -0.81313, -2.18639], [-1.63417, -0.58628, -1.34337], [-3.38445, -1.80819, -2.02522], [-4.38150, -2.12572, -3.02533], [-3.41201, -2.64805, -0.84272], [-2.59324, -0.19267, -3.08829], [-5.37177, -1.99356, -2.58984], [-4.25418, -3.15615, -3.36645], [-4.14692, -1.53290, -3.90870], [-3.66077, -3.66468, -1.15737], [-2.44364, -2.68985, -0.35137], [-4.22226, -2.38194, -0.16041]]}

# 3
{"formula": "C6H17N2", "method": "ωB97M-V with the def2-TZVPD basis set", "charge": 1, "smiles": "C[NH2+]CCC[C@H](C)N", "de_lowest_kcal_mol": 9.4, "e_homo_ev": -13.61, "orbital_gap_ev": 10.813, "symbols": ["C", "N", "C", "C", "C", "C", "C", "N", "H", "H", "H", "H", "H", "H", "H", "H", "H", "H", "H", "H", "H", "H", "H", "H", "H"], "xyz": [[1.07163, -2.22285, -1.21534], [0.63880, -0.88800, -1.69468], [-0.85079, -0.59138, -1.67174], [-1.41157, -0.58077, -0.24310], [-1.20185, 0.77035, 0.47205], [0.13115, 0.83150, 1.23066], [0.09634, 1.53084, 2.59259], [1.15542, 1.37716, 0.26905], [0.99849, -2.98142, -1.98443], [0.51601, -2.50915, -0.35380], [2.12217, -2.13860, -1.02849], [1.08082, -0.12827, -1.08500], [0.99269, -0.70799, -2.62135], [-1.31706, -1.32625, -2.32786], [-0.98608, 0.39903, -2.09235], [-2.41360, -0.99671, -0.20829], [-0.92360, -1.36121, 0.36022], [-2.03226, 1.03474, 1.12409], [-1.15575, 1.55081, -0.29096], [0.50343, -0.16892, 1.45593], [1.00975, 2.04270, 2.90975], [-0.10344, 0.78667, 3.36867], [-0.59176, 2.36645, 2.51944], [1.92032, 1.78168, 0.80256], [0.75076, 2.12955, -0.28762]]}

# 4
{"formula": "ClFe", "method": "ωB97M-V with the def2-TZVPD basis set", "de_lowest_kcal_mol": 0.0, "e_homo_ev": [-8.24, -10.57], "orbital_gap_ev": [8.359, 8.838], "spin_multiplicity": 6, "symbols": ["Fe", "Cl"], "xyz": [[1.14324, -0.31386, 0.20285], [-1.14324, 0.31386, -0.20285]]}

# 5
{"formula": "C3F5NO3", "method": "ωB97M-V with the def2-TZVPD basis set", "de_lowest_kcal_mol": 0.0, "e_homo_ev": -10.97, "orbital_gap_ev": 10.237, "symbols": ["C", "C", "C", "N", "O", "O", "O", "F", "F", "F", "F", "F"], "xyz": [[0.83136, -0.87904, -0.05999], [-0.27212, 0.17567, 1.25392], [0.12091, -0.84932, -1.47020], [-0.23088, 1.63142, 0.75041], [0.56714, 1.91078, -0.14234], [1.76112, -1.49172, 0.25886], [-1.03168, 2.37656, 1.28634], [0.20687, 0.22879, 2.48303], [-1.49727, -0.25132, 1.21728], [0.92688, -0.85991, -2.52346], [-0.84160, 0.04158, -1.60040], [-0.54074, -2.03349, -1.45343]]}

# 6
{"formula": "C5H7NO2", "method": "ωB97M-V with the def2-TZVPD basis set", "smiles": "CC(=O)[C@H](C#N)CO", "de_lowest_kcal_mol": 62.4, "e_homo_ev": -9.81, "orbital_gap_ev": 10.191, "symbols": ["C", "C", "O", "C", "C", "N", "C", "O", "H", "H", "H", "H", "H", "H", "H"], "xyz": [[0.60380, -1.61026, 0.31555], [0.56220, -0.13071, 0.63536], [0.90021, 0.34164, 1.72126], [0.40926, 0.79199, -0.53950], [1.32824, 1.88264, -0.55276], [2.22875, 2.59393, -0.62360], [-1.25141, 0.69208, 0.07217], [-1.92362, -0.17821, -0.79101], [1.64210, -1.93831, 0.35220], [0.21175, -1.85200, -0.66954], [0.05823, -2.14581, 1.09285], [0.26555, 0.40885, -1.55084], [-1.53575, 0.52939, 1.11210], [-1.61873, 1.69703, -0.11384], [-1.88060, -1.08225, -0.46040]]}

Please write out number 4 again, unchanged.
{"formula": "ClFe", "method": "ωB97M-V with the def2-TZVPD basis set", "de_lowest_kcal_mol": 0.0, "e_homo_ev": [-8.24, -10.57], "orbital_gap_ev": [8.359, 8.838], "spin_multiplicity": 6, "symbols": ["Fe", "Cl"], "xyz": [[1.14324, -0.31386, 0.20285], [-1.14324, 0.31386, -0.20285]]}